This record from the OMol25 dataset describes a single C10H18O2S2 molecule in a non-equilibrium geometry. The level of theory is ωB97M-V/def2-TZVPD.

Geometry as XYZ:
```
32
Properties=species:S:1:pos:R:3:forces:R:3
C -1.343995 -0.911616 -0.867450 -3.89 -1.92 -4.38
C -0.375281 -0.166538 -0.260817 2.85 -1.14 2.83
C 1.475674 -1.870665 -0.304962 3.71 -0.73 2.12
C -0.303786 -2.482058 1.036498 -2.49 1.23 -0.67
C 0.946515 -0.522047 1.938976 1.79 1.44 -2.58
C -0.818788 1.608397 -1.974215 2.81 -1.16 1.11
C 1.567180 1.376979 -1.058624 -1.06 -2.32 1.69
C -0.235129 2.301277 0.401598 2.95 -0.18 1.22
C 0.454592 -1.166065 0.582775 0.00 -1.17 2.18
C 0.059630 1.173541 -0.654280 -0.91 3.94 -1.23
O -1.246883 -1.945500 -1.520223 0.07 1.32 1.28
O -3.587856 1.258392 1.628037 -0.19 0.53 0.22
S -3.117597 -0.159053 -0.895124 0.56 -0.67 0.65
S -2.939541 0.026601 1.167005 0.07 -0.29 -0.22
H 2.432620 -1.363476 -0.516851 -0.74 0.55 -0.50
H 0.897762 -2.161782 -1.129398 0.00 -0.62 -1.52
H 1.972892 -2.822778 0.207732 -1.59 1.67 -0.76
H -1.408322 -2.311420 1.187042 0.97 -0.27 -0.06
H -0.176389 -3.333187 0.379812 -0.26 0.20 -0.49
H 0.071792 -2.816785 1.953452 0.75 -0.17 1.57
H 0.225556 -0.208777 2.644521 -1.38 -0.41 0.64
H 1.391534 0.472861 1.679347 0.15 -0.79 0.21
H 1.727462 -1.117311 2.409260 -0.14 -0.14 -0.01
H -0.370868 2.462840 -2.450599 0.17 0.65 0.19
H -1.820030 1.797084 -1.679643 -0.74 -0.03 -0.31
H -0.596837 0.791283 -2.670119 -0.99 0.02 -0.17
H 1.812143 0.524470 -1.654863 0.52 -0.21 -0.95
H 1.734828 2.302738 -1.537560 -0.01 0.93 -0.54
H 2.200182 1.280933 -0.170399 -0.05 0.23 -0.10
H -0.323268 3.248120 -0.052119 -0.95 0.99 -1.06
H 0.669354 2.601165 1.044806 -0.73 -1.18 -0.69
H -0.975142 2.132375 1.136376 -1.26 -0.29 0.31
```
Positions in Å, forces in eV/Å.

Computed properties:
Total energy in eV: -36422.9779
Max |F| in eV Å⁻¹: 6.17
LUMO level (spin up / spin down) in Ha: -0.050 / -0.041
Kohn-Sham gap (spin up / spin down) in eV: 7.10 / 7.66
Spin multiplicity: 1

Atomic partial charges in e from the natural (NBO) method, atoms 1 to 8: C 0.42; C 0.08; C -0.62; C -0.59; C -0.61; C -0.60; C -0.59; C -0.61